Entry 1:
{
  "formula": "C15H36Cl3FeO4SbSi2",
  "method": "the ωB97M-V functional and the def2-TZVPD basis",
  "species": ["Fe", "C", "C", "O", "C", "C", "O", "C", "C", "O", "C", "C", "O", "H", "H", "H", "H", "H", "H", "H", "H", "H", "H", "H", "H", "H", "H", "H", "H", "Cl", "Si", "Cl", "Cl", "C", "Si", "C", "C", "C", "H", "H", "H", "H", "H", "H", "H", "H", "H", "H", "H", "C", "Sb", "C", "C", "H", "H", "H", "H", "H", "H", "H", "H", "H"],
  "xyz": [[-0.552, 0.877, 0.317], [0.394, 1.591, 3.297], [-0.948, 2.250, 3.072], [-1.126, 2.563, 1.701], [-0.795, 3.848, 1.202], [0.668, 3.901, 0.822], [0.948, 2.725, 0.059], [2.339, 2.451, -0.055], [2.479, 1.093, -0.709], [1.570, 0.135, -0.165], [2.048, -0.663, 0.928], [1.882, 0.066, 2.242], [0.565, 0.613, 2.265], [0.423, 1.111, 4.278], [1.223, 2.304, 3.244], [-1.062, 3.141, 3.693], [-1.754, 1.557, 3.318], [-1.034, 4.623, 1.933], [-1.431, 3.993, 0.329], [1.314, 3.911, 1.706], [0.888, 4.794, 0.232], [2.795, 2.488, 0.939], [2.830, 3.206, -0.677], [3.506, 0.731, -0.624], [2.243, 1.165, -1.768], [3.089, -0.947, 0.760], [1.438, -1.566, 0.907], [2.602, 0.884, 2.352], [2.029, -0.621, 3.080], [-4.078, -0.065, -1.043], [-3.028, 0.385, 0.713], [-3.490, -1.224, 1.975], [-4.155, 1.920, 1.565], [-1.642, -4.638, -0.851], [-0.422, -3.960, 0.380], [-0.739, -4.589, 2.102], [1.325, -4.359, -0.160], [-0.628, -2.099, 0.418], [-1.591, -5.729, -0.879], [-1.429, -4.271, -1.858], [-2.664, -4.352, -0.598], [-0.671, -5.678, 2.138], [-1.734, -4.303, 2.447], [-0.009, -4.189, 2.810], [1.401, -5.418, -0.420], [2.053, -4.166, 0.630], [1.617, -3.785, -1.043], [-0.808, -1.568, 1.346], [-0.821, -1.558, -0.510], [-2.319, 0.656, -3.932], [-0.720, 0.967, -2.581], [0.501, -0.608, -3.350], [0.172, 2.607, -3.610], [-1.886, 0.611, -4.931], [-3.035, 1.471, -3.869], [-2.823, -0.275, -3.696], [0.601, -0.479, -4.427], [0.006, -1.560, -3.154], [1.486, -0.635, -2.891], [0.118, 2.399, -4.677], [1.215, 2.743, -3.327], [-0.373, 3.524, -3.394]],
  "spin_multiplicity": 6,
  "gap_ev": [8.30, 8.32],
  "lumo_ev": [-2.23, -2.99],
  "charge": 1,
  "homo_energy_ha": [-0.387, -0.415],
  "relative_energy_ev": 0.000
}

Entry 2:
{
  "formula": "C33H47AuGeN2OPSeSi",
  "method": "the ωB97M-V functional and the def2-TZVPD basis",
  "species": ["Au", "O", "C", "C", "C", "C", "C", "C", "N", "H", "H", "H", "H", "H", "H", "H", "N", "P", "C", "C", "C", "C", "C", "C", "C", "C", "C", "C", "C", "C", "C", "C", "C", "C", "C", "C", "H", "H", "H", "H", "H", "H", "H", "H", "H", "H", "H", "H", "H", "H", "H", "C", "Ge", "C", "C", "C", "Se", "C", "H", "H", "H", "H", "H", "H", "H", "H", "H", "H", "H", "H", "H", "H", "C", "Si", "C", "C", "C", "H", "H", "H", "H", "H", "H", "H", "H", "H", "H", "H"],
  "xyz": [[-0.394, -0.261, 0.593], [2.456, -0.781, 0.372], [3.083, -0.437, 1.588], [2.149, 0.159, 2.618], [2.717, 0.577, 3.821], [1.930, 1.175, 4.781], [0.576, 1.353, 4.521], [0.081, 0.907, 3.318], [0.846, 0.308, 2.387], [2.922, -0.321, -0.333], [3.868, 0.303, 1.414], [3.557, -1.321, 2.026], [3.779, 0.438, 3.978], [2.362, 1.509, 5.715], [-0.082, 1.829, 5.233], [-0.962, 1.039, 3.060], [-0.605, 1.663, 0.192], [0.280, 2.378, -0.885], [0.311, 1.724, -2.583], [0.894, 0.482, -2.837], [0.861, -0.071, -4.105], [0.231, 0.610, -5.141], [-0.365, 1.837, -4.898], [-0.324, 2.394, -3.625], [2.045, 2.532, -0.418], [3.127, 2.325, -1.271], [4.429, 2.499, -0.810], [4.655, 2.914, 0.495], [3.579, 3.142, 1.346], [2.285, 2.938, 0.896], [-0.260, 4.093, -1.020], [0.519, 5.035, -1.690], [0.083, 6.345, -1.796], [-1.128, 6.720, -1.225], [-1.898, 5.788, -0.545], [-1.465, 4.473, -0.441], [1.354, -0.076, -2.029], [1.321, -1.033, -4.289], [0.202, 0.180, -6.133], [-0.862, 2.368, -5.699], [-0.792, 3.354, -3.447], [2.961, 2.039, -2.303], [5.263, 2.334, -1.479], [5.667, 3.071, 0.845], [3.752, 3.482, 2.359], [1.440, 3.106, 1.556], [1.468, 4.747, -2.129], [0.686, 7.075, -2.318], [-1.467, 7.745, -1.308], [-2.835, 6.085, -0.094], [-2.042, 3.733, 0.098], [1.954, -5.479, -0.364], [0.135, -5.695, 0.304], [0.158, -6.247, 2.176], [-0.914, -6.920, -0.788], [-0.717, -3.905, 0.129], [0.042, -2.611, 1.358], [-1.124, -2.944, 2.870], [2.535, -6.384, -0.183], [2.454, -4.649, 0.138], [1.952, -5.285, -1.437], [0.691, -7.195, 2.258], [-0.849, -6.394, 2.566], [0.682, -5.522, 2.800], [-0.467, -7.914, -0.771], [-0.951, -6.582, -1.824], [-1.934, -6.999, -0.413], [-1.797, -3.913, 0.271], [-0.510, -3.531, -0.873], [-0.897, -3.934, 3.254], [-2.162, -2.877, 2.562], [-0.900, -2.194, 3.625], [-3.896, 1.335, 0.122], [-3.562, -0.443, -0.326], [-4.600, -0.922, -1.809], [-3.999, -1.542, 1.130], [-1.767, -0.710, -0.850], [-4.967, 1.497, 0.262], [-3.553, 1.990, -0.681], [-3.374, 1.636, 1.032], [-5.665, -0.831, -1.582], [-4.414, -1.952, -2.121], [-4.385, -0.272, -2.659], [-5.070, -1.484, 1.338], [-3.479, -1.216, 2.034], [-3.760, -2.591, 0.943], [-1.565, -0.085, -1.720], [-1.584, -1.745, -1.133]],
  "gap_ev": 8.26,
  "lumo_ev": -2.29,
  "charge": 1,
  "homo_energy_ha": -0.388,
  "relative_energy_ev": 0.043
}

Entry 3:
{
  "formula": "C4H13NSSi",
  "method": "the ωB97M-V functional and the def2-TZVPD basis",
  "species": ["C", "S", "N", "Si", "C", "C", "C", "H", "H", "H", "H", "H", "H", "H", "H", "H", "H", "H", "H", "H"],
  "xyz": [[2.258, 1.129, -2.490], [1.616, 1.316, -0.793], [0.862, -0.406, -0.470], [-0.498, -0.463, 0.631], [-1.864, 0.273, -0.431], [-0.975, -2.100, 1.300], [-0.152, 0.788, 2.000], [2.834, 0.180, -2.630], [2.820, 2.072, -2.571], [1.481, 1.196, -3.242], [1.749, -0.869, -0.308], [-2.233, -0.463, -1.108], [-2.771, 0.491, 0.162], [-1.669, 1.218, -1.018], [-0.373, -2.606, 2.087], [-1.967, -2.054, 1.727], [-1.028, -2.875, 0.592], [0.288, 0.380, 2.815], [0.680, 1.362, 1.479], [-1.059, 1.429, 2.267]],
  "gap_ev": 9.36,
  "lumo_ev": 0.81,
  "smiles": "CSN[Si](C)(C)C",
  "homo_energy_ha": -0.314,
  "relative_energy_ev": 1.337
}

Entry 4:
{
  "formula": "C3H7N3",
  "method": "the ωB97M-V functional and the def2-TZVPD basis",
  "species": ["N", "N", "C", "C", "C", "N", "H", "H", "H", "H", "H", "H", "H"],
  "xyz": [[-1.937, -0.751, 0.117], [-1.834, 0.560, -0.285], [-0.715, 1.153, 0.028], [0.525, 0.497, 0.550], [1.676, 0.166, -0.398], [0.729, -0.881, -0.095], [-1.111, -1.375, -0.075], [-2.788, -1.171, -0.424], [-0.841, 2.254, -0.145], [0.767, 0.511, 1.607], [1.668, 0.388, -1.511], [2.688, 0.163, 0.070], [1.172, -1.513, 0.561]],
  "gap_ev": 9.64,
  "lumo_ev": 1.00,
  "smiles": "N/N=C\\[C@@H]1CN1",
  "homo_energy_ha": -0.317,
  "relative_energy_ev": 2.817
}

Entry 5:
{
  "formula": "C31H20IrN4",
  "method": "the ωB97M-V functional and the def2-TZVPD basis",
  "species": ["Ir", "C", "C", "C", "C", "C", "C", "C", "C", "C", "C", "C", "C", "C", "C", "C", "N", "H", "H", "H", "H", "H", "H", "H", "H", "H", "H", "N", "C", "C", "C", "C", "C", "C", "C", "C", "C", "C", "C", "C", "N", "C", "C", "C", "C", "N", "H", "H", "H", "H", "H", "H", "H", "H", "H", "H"],
  "xyz": [[-0.640, 0.059, 0.416], [1.760, -1.902, -2.483], [0.866, -1.992, -3.539], [-0.416, -1.470, -3.435], [-0.812, -0.848, -2.258], [0.105, -0.777, -1.197], [1.385, -1.287, -1.289], [-2.119, -0.222, -2.027], [-3.194, -0.260, -2.910], [-4.363, 0.375, -2.566], [-4.484, 1.065, -1.346], [-5.669, 1.739, -0.969], [-5.731, 2.405, 0.223], [-4.611, 2.426, 1.077], [-3.448, 1.781, 0.740], [-3.372, 1.086, -0.476], [-2.215, 0.425, -0.841], [2.757, -2.308, -2.583], [1.171, -2.468, -4.460], [-1.092, -1.543, -4.276], [2.077, -1.220, -0.461], [-3.104, -0.787, -3.847], [-5.211, 0.349, -3.240], [-6.518, 1.719, -1.640], [-6.634, 2.921, 0.514], [-4.670, 2.965, 2.013], [-2.592, 1.823, 1.406], [5.892, 2.235, 8.065], [5.184, 1.981, 7.199], [4.297, 1.665, 6.114], [4.739, 1.797, 4.799], [3.880, 1.506, 3.755], [2.584, 1.060, 4.023], [2.154, 0.909, 5.341], [3.003, 1.226, 6.385], [1.663, 0.734, 2.914], [1.399, 1.702, 1.925], [1.870, 3.018, 1.831], [1.336, 3.604, 0.683], [0.536, 2.658, 0.088], [0.553, 1.505, 0.821], [1.098, -0.540, 2.874], [1.378, -1.654, 3.683], [0.641, -2.724, 3.196], [-0.050, -2.261, 2.085], [0.208, -0.950, 1.877], [5.751, 2.122, 4.602], [4.229, 1.589, 2.735], [1.145, 0.579, 5.550], [2.670, 1.136, 7.410], [2.526, 3.481, 2.548], [1.496, 4.605, 0.318], [-0.055, 2.737, -0.812], [2.067, -1.671, 4.510], [0.619, -3.728, 3.584], [-0.711, -2.803, 1.424]],
  "spin_multiplicity": 2,
  "gap_ev": [6.33, 4.73],
  "lumo_ev": [-8.03, -9.64],
  "charge": 2,
  "homo_energy_ha": [-0.528, -0.528],
  "relative_energy_ev": 0.318
}

Entry 6:
{
  "formula": "C3H5NO4",
  "method": "the ωB97M-V functional and the def2-TZVPD basis",
  "species": ["O", "N", "O", "C", "O", "C", "C", "O", "H", "H", "H", "H", "H"],
  "xyz": [[2.261, -1.436, 0.046], [2.075, -0.220, -0.093], [3.046, 0.642, -0.072], [0.846, 0.293, -0.121], [0.692, 1.586, -0.106], [-0.394, -0.728, -0.194], [-1.824, -0.465, -0.025], [-2.176, 0.936, 0.190], [1.633, 1.928, -0.193], [-0.114, -1.823, -0.392], [-2.004, -1.066, 0.882], [-2.494, -0.814, -0.782], [-1.545, 1.167, 0.859]],
  "gap_ev": [7.74, 7.71],
  "lumo_ev": [-1.49, -1.66],
  "smiles": "O=[N+]([O-])/C(O)=C/CO",
  "homo_energy_ha": [-0.339, -0.344],
  "relative_energy_ev": 6.636
}

Please write out number 5 again, unchanged.
{
  "formula": "C31H20IrN4",
  "method": "the ωB97M-V functional and the def2-TZVPD basis",
  "species": ["Ir", "C", "C", "C", "C", "C", "C", "C", "C", "C", "C", "C", "C", "C", "C", "C", "N", "H", "H", "H", "H", "H", "H", "H", "H", "H", "H", "N", "C", "C", "C", "C", "C", "C", "C", "C", "C", "C", "C", "C", "N", "C", "C", "C", "C", "N", "H", "H", "H", "H", "H", "H", "H", "H", "H", "H"],
  "xyz": [[-0.640, 0.059, 0.416], [1.760, -1.902, -2.483], [0.866, -1.992, -3.539], [-0.416, -1.470, -3.435], [-0.812, -0.848, -2.258], [0.105, -0.777, -1.197], [1.385, -1.287, -1.289], [-2.119, -0.222, -2.027], [-3.194, -0.260, -2.910], [-4.363, 0.375, -2.566], [-4.484, 1.065, -1.346], [-5.669, 1.739, -0.969], [-5.731, 2.405, 0.223], [-4.611, 2.426, 1.077], [-3.448, 1.781, 0.740], [-3.372, 1.086, -0.476], [-2.215, 0.425, -0.841], [2.757, -2.308, -2.583], [1.171, -2.468, -4.460], [-1.092, -1.543, -4.276], [2.077, -1.220, -0.461], [-3.104, -0.787, -3.847], [-5.211, 0.349, -3.240], [-6.518, 1.719, -1.640], [-6.634, 2.921, 0.514], [-4.670, 2.965, 2.013], [-2.592, 1.823, 1.406], [5.892, 2.235, 8.065], [5.184, 1.981, 7.199], [4.297, 1.665, 6.114], [4.739, 1.797, 4.799], [3.880, 1.506, 3.755], [2.584, 1.060, 4.023], [2.154, 0.909, 5.341], [3.003, 1.226, 6.385], [1.663, 0.734, 2.914], [1.399, 1.702, 1.925], [1.870, 3.018, 1.831], [1.336, 3.604, 0.683], [0.536, 2.658, 0.088], [0.553, 1.505, 0.821], [1.098, -0.540, 2.874], [1.378, -1.654, 3.683], [0.641, -2.724, 3.196], [-0.050, -2.261, 2.085], [0.208, -0.950, 1.877], [5.751, 2.122, 4.602], [4.229, 1.589, 2.735], [1.145, 0.579, 5.550], [2.670, 1.136, 7.410], [2.526, 3.481, 2.548], [1.496, 4.605, 0.318], [-0.055, 2.737, -0.812], [2.067, -1.671, 4.510], [0.619, -3.728, 3.584], [-0.711, -2.803, 1.424]],
  "spin_multiplicity": 2,
  "gap_ev": [6.33, 4.73],
  "lumo_ev": [-8.03, -9.64],
  "charge": 2,
  "homo_energy_ha": [-0.528, -0.528],
  "relative_energy_ev": 0.318
}

Number 3 is which compound?
C4H13NSSi